{
  "formula": "C12H33NO4S2",
  "method": "the ωB97M-V functional and the def2-TZVPD basis",
  "symbols": ["C", "C", "N", "C", "C", "C", "C", "C", "O", "C", "H", "H", "H", "H", "H", "H", "H", "H", "H", "H", "H", "H", "H", "H", "H", "H", "H", "H", "H", "H", "O", "H", "C", "S", "O", "C", "H", "H", "H", "H", "H", "H", "C", "S", "O", "C", "H", "H", "H", "H", "H", "H"],
  "positions_angstrom": [[1.7631, -4.3120, 1.1547], [0.4270, -3.9640, 0.7212], [0.1554, -2.4664, 0.6829], [0.2504, -1.8812, 2.0289], [1.1812, -1.8153, -0.1666], [1.2417, -2.1080, -1.6807], [-1.2150, -2.3413, 0.0638], [-1.7417, -0.9383, -0.0575], [-3.1798, -0.9599, -0.2505], [-3.7202, -0.9394, -1.6180], [1.8234, -5.4136, 1.3906], [2.2455, -3.9490, 2.1026], [2.4687, -4.2107, 0.3911], [-0.2191, -4.5477, 1.3914], [0.2938, -4.3632, -0.1947], [1.1787, -1.9445, 2.7560], [-0.5962, -2.1608, 2.7062], [0.2145, -0.9097, 2.0650], [2.0302, -1.8551, 0.1055], [0.8815, -0.5143, -0.0274], [2.1458, -1.4723, -2.1522], [0.3091, -1.8507, -2.2961], [1.5695, -3.0981, -1.8654], [-2.0356, -2.6058, 0.6596], [-1.3690, -2.8210, -0.7855], [-1.4391, -0.3083, -0.9263], [-1.7421, -0.3435, 0.7611], [-4.6686, -1.2856, -1.7526], [-3.0446, -1.5522, -2.2883], [-3.8449, 0.0631, -2.0650], [0.6569, 1.5595, 1.0805], [0.5022, 2.2774, 0.5029], [2.3311, 3.2628, -2.4359], [2.9118, 2.0590, -1.2539], [4.0623, 1.2829, -2.1123], [3.8690, 3.1971, -0.2033], [3.1593, 3.6749, -3.0326], [1.9069, 4.0240, -1.9321], [1.4906, 3.0754, -3.1784], [4.6986, 3.5915, -0.5686], [4.2122, 2.7283, 0.6814], [3.1707, 4.0353, 0.1460], [-2.2668, 3.1614, -0.2925], [-1.5737, 3.5547, 1.2891], [-1.6265, 5.1303, 1.3758], [-2.8020, 2.8954, 2.5100], [-3.1185, 3.6718, -0.3744], [-2.5225, 2.0347, -0.3673], [-1.6442, 3.5943, -1.0243], [-3.7409, 3.0672, 2.1809], [-2.4248, 3.1395, 3.4873], [-2.6154, 1.8511, 2.6676]],
  "atomic_forces_ev_per_a": [[2.746, -2.224, 2.508], [-0.723, 0.683, 3.567], [0.089, -2.095, -0.255], [0.167, -3.914, 4.015], [-11.565, 6.418, -5.528], [0.309, 2.221, -1.096], [0.151, 3.901, 3.466], [-1.475, 1.426, -4.750], [-1.730, -0.883, -1.079], [4.265, 0.662, -0.247], [-0.479, 0.807, -0.500], [-1.034, 0.462, -0.874], [1.302, 0.482, -1.203], [-0.738, 1.090, -0.077], [-0.672, -0.835, -3.313], [-1.132, -1.122, -2.359], [0.459, -0.470, -0.978], [-0.540, 5.846, -1.186], [10.945, -1.134, 4.829], [0.940, -3.224, -0.157], [-2.135, -1.035, 1.329], [1.305, -0.440, 1.024], [-0.030, -1.318, -0.347], [-0.378, -1.819, 1.921], [0.440, -2.398, -3.985], [0.905, -0.599, 0.702], [1.269, 1.521, 2.850], [-2.647, -1.701, 0.804], [-0.655, 0.702, 0.542], [0.873, 0.098, 0.538], [0.230, -2.373, 0.706], [-0.228, 1.130, -0.879], [0.204, -0.787, -2.918], [3.556, -1.954, -2.398], [-2.805, 1.491, 2.153], [-5.029, 0.272, 1.920], [0.003, -0.386, 0.379], [-1.192, 2.869, 2.200], [1.150, -1.104, 0.991], [3.450, 1.689, -2.761], [-0.241, -1.115, 0.918], [0.828, -1.178, -0.493], [0.713, -3.746, 1.113], [1.209, 2.950, 1.693], [-0.516, -2.954, -0.314], [3.766, -0.958, -0.293], [-3.811, 2.035, -0.218], [0.899, 1.782, -0.117], [1.223, -0.152, -0.847], [-3.169, 0.931, -0.292], [-0.434, 1.570, 0.313], [-0.039, -1.124, -1.018]],
  "e_above_lowest_kcal_mol": 28.3,
  "charge": 0
}